ORCA calculation (the ωB97M-V functional and the def2-TZVPD basis) on 4 unconnected molecules or ions with the total composition C23H29F24N6O4.

Each line ends with the Mulliken charge.
Positions of all 86 atoms, in Å:
C  -5.011504  -2.267455  1.441497  -0.9527
N  -3.593662  -2.001196  1.164760  0.1639
C  -3.012229  -2.826068  0.144511  -1.3942
N  -2.949195  -2.223352  -1.197213  0.3460
C  -2.083908  -1.298508  -1.630436  0.6745
N  -1.152024  -0.729480  -0.880381  0.0722
N  -2.251591  -1.045992  -2.943510  -0.6183
C  -3.236143  -1.831168  -3.301107  -0.0649
N  -3.704242  -2.575964  -2.306026  -0.0138
C  -4.814392  -3.513791  -2.340518  -0.5301
C  -6.109010  -2.732700  -2.637510  0.0819
O  -6.387601  -2.498269  -3.781001  -0.4930
N  -6.842842  -2.309919  -1.492927  0.3715
C  -7.035156  -0.841704  -1.507747  -1.0706
C  -8.137762  -3.033408  -1.438601  -1.0710
H  -5.095531  -3.245037  1.922813  0.4268
H  -5.383209  -1.519036  2.140387  0.3348
H  -5.649686  -2.271675  0.548271  0.2736
H  -3.445546  -1.015481  0.985682  0.2598
H  -1.982564  -3.108825  0.385803  0.4400
H  -3.591719  -3.743301  0.061825  0.4988
H  -0.517373  -0.086074  -1.332771  0.0228
H  -1.043403  -0.911831  0.103635  0.0610
H  -3.661283  -1.901542  -4.292881  0.4842
H  -4.634986  -4.225192  -3.147898  0.4178
H  -4.875818  -4.049954  -1.398387  0.2428
H  -7.972554  -0.599020  -1.008336  0.4359
H  -6.231863  -0.347222  -0.954090  0.2204
H  -7.081675  -0.444178  -2.524137  0.3847
H  -8.438142  -3.140213  -0.396837  0.3249
H  -8.912942  -2.506086  -2.000090  0.3682
H  -8.031182  -4.031529  -1.868252  0.3883
C  -0.910971  -1.658501  4.981800  -0.6864
C  -1.998575  -0.616733  5.266076  0.7868
C  -2.842456  -0.156424  4.074545  0.3457
F  -2.081614  0.469437  3.143178  -0.1573
F  -3.779825  0.712251  4.503005  -0.3093
F  -1.490560  0.447830  5.908171  -0.2729
F  -2.890459  -1.241144  6.089821  -0.3195
O  0.398036  -1.165830  4.788384  -0.3884
C  0.871577  -0.805151  3.570675  0.7233
C  1.328935  0.663330  3.562061  0.1547
F  0.320583  1.468854  3.944324  -0.2457
F  1.670606  0.991305  2.292096  -0.1798
F  -0.020910  -1.040082  2.574067  -0.2236
F  1.964927  -1.550263  3.295539  -0.3284
H  -0.849817  -2.253682  5.890915  0.3986
H  -1.218997  -2.317429  4.168864  0.3308
H  -3.335738  -1.014457  3.608929  0.0521
H  2.181260  0.798060  4.228503  0.2859
C  1.633826  3.269683  -0.024014  -0.5948
C  1.324581  2.332070  -1.191154  0.9897
C  2.470728  1.978599  -2.139177  0.6015
F  2.896312  3.073792  -2.788561  -0.1733
F  2.006081  1.085514  -3.050968  -0.3281
F  0.248430  2.748840  -1.885230  -0.3613
F  0.980542  1.123569  -0.607218  -0.4334
O  1.263223  4.617131  -0.193618  -0.4353
C  2.129761  5.537942  -0.714146  0.7823
C  1.541661  6.216438  -1.961278  0.1646
F  1.267459  5.289204  -2.901922  -0.2182
F  2.455619  7.075854  -2.455819  -0.2540
F  3.336737  5.007961  -0.972197  -0.2542
F  2.298421  6.513826  0.207122  -0.3053
H  1.002325  2.908591  0.786899  0.3048
H  2.670187  3.158529  0.296675  0.3446
H  3.294746  1.524565  -1.586152  -0.1369
H  0.629605  6.754693  -1.698098  0.2636
C  7.576282  0.935745  -2.274661  -0.8308
C  6.279144  1.472237  -1.663378  1.0283
C  6.358234  2.255207  -0.346998  0.0550
F  6.818803  1.477775  0.647856  -0.2203
F  5.096029  2.649386  -0.025027  -0.2168
F  5.361871  0.486307  -1.526158  -0.2965
F  5.783203  2.373885  -2.562869  -0.3353
O  7.868346  -0.419223  -2.016365  -0.3983
C  8.611225  -0.808169  -0.938794  0.8106
C  7.851461  -1.830162  -0.077692  0.1560
F  6.690873  -1.297075  0.359447  -0.2005
F  8.608341  -2.145785  0.992743  -0.2576
F  9.027948  0.235869  -0.202490  -0.2856
F  9.709982  -1.447896  -1.399291  -0.3001
H  7.415738  0.985738  -3.350465  0.4262
H  8.413218  1.590392  -2.030217  0.3378
H  6.988946  3.140191  -0.452898  0.2693
H  7.644842  -2.727423  -0.663364  0.2496

Atomic forces in eV per Å
C -0.0554 -0.1326 -0.0631
N -0.1378 0.0536 -0.1048
C 0.0251 -0.0450 0.2002
N -0.4919 -0.3042 0.0967
C 0.2998 0.0490 -0.2500
N -0.0175 0.0636 -0.0155
N 0.1323 0.1956 0.1362
C -0.1329 -0.0543 -0.4002
N 0.0901 0.0560 0.2398
C -0.2822 -0.2690 -0.0931
C 0.0718 -0.1167 -0.1515
O 0.0744 0.1021 0.2062
N -0.0978 0.2235 -0.2329
C -0.0509 0.0224 0.1275
C 0.1292 -0.0845 0.0444
H -0.0084 0.0828 0.0261
H 0.0102 -0.0302 -0.0154
H 0.0819 0.0821 0.0886
H 0.1416 -0.0082 0.0590
H -0.0294 0.1105 -0.0401
H 0.1551 -0.0569 0.0409
H 0.0236 0.0216 0.1578
H 0.0683 0.0421 -0.0175
H 0.0260 0.0234 0.0312
H 0.0226 0.0561 0.0592
H -0.0152 0.0641 -0.0082
H 0.0698 -0.0475 0.0265
H 0.0033 -0.0455 -0.1072
H -0.0487 -0.0218 0.0307
H -0.0587 0.0668 -0.0479
H 0.0337 -0.0602 -0.0256
H 0.0039 0.0275 0.0814
C -0.0165 -0.4246 0.0403
C 0.0819 0.1243 -0.0648
C -0.1515 -0.0945 -0.0005
F -0.0669 0.0190 -0.0067
F 0.0173 0.0380 -0.0294
F -0.0123 -0.0457 0.0377
F -0.0168 0.0099 0.0382
O -0.0518 0.4003 0.0748
C 0.1807 -0.0735 0.0109
C -0.1022 -0.0101 0.0052
F 0.0263 -0.0293 -0.0377
F 0.0901 0.0115 -0.0010
F 0.0048 -0.0272 -0.0477
F -0.0730 -0.0385 -0.0668
H 0.0232 -0.0054 -0.0109
H -0.0463 0.0608 -0.0111
H 0.0453 -0.0008 -0.0028
H 0.0347 0.0017 -0.0277
C 0.0285 -0.1053 0.5772
C -0.0129 0.1320 -0.1275
C 0.0271 -0.0674 0.0594
F -0.0511 -0.0370 -0.0675
F 0.0025 0.0212 -0.0164
F 0.0167 -0.0291 0.0435
F -0.0041 -0.0659 -0.0020
O -0.2073 0.0031 -0.4682
C 0.0505 0.1133 0.1417
C 0.0010 -0.0123 0.0593
F 0.0082 0.0033 0.0008
F -0.0267 -0.0059 -0.0108
F 0.0199 0.0422 -0.0071
F 0.0959 -0.0423 0.0166
H 0.0275 0.0615 0.0192
H 0.0070 -0.0096 -0.1358
H 0.0026 0.0323 -0.0408
H -0.0063 0.0078 -0.0251
C 0.2658 0.1018 -0.2466
C -0.1012 0.0815 0.0802
C 0.0635 -0.0424 -0.0684
F -0.0628 0.0147 0.0267
F 0.0092 0.0060 0.0458
F 0.0432 -0.0780 -0.0633
F 0.0036 -0.0282 -0.0238
O -0.4231 -0.1380 0.2340
C 0.1861 -0.0524 -0.0796
C 0.0264 0.0022 -0.0601
F -0.0066 0.0304 0.0106
F -0.0243 0.0003 -0.0138
F 0.0141 -0.0142 0.0173
F 0.0709 0.0823 0.0263
H 0.0257 -0.0059 0.0061
H -0.0451 0.0158 0.0708
H -0.0147 0.0101 0.0273
H -0.0131 -0.0094 0.0145

Output
Multiplicity = 1
Frontier orbital gap = 9.71 eV
Net charge = +1